1.
The following is a DFT calculation (ωB97M-V/def2-TZVPD) of a 3-piece molecular cluster, C22H27F16N4O4S overall in a non-equilibrium geometry.

Last column: Mulliken charge in e.
Geometry (Å):
S  -3.8797  1.5166  -0.1500  -0.082
F  -0.0574  -8.8820  -1.0516  -0.281
F  3.1138  8.2277  5.6016  -0.323
F  -0.7670  -6.7835  0.5458  -0.300
F  -3.9898  -9.1893  -1.7218  -0.213
F  -5.2675  -8.7243  -3.4166  -0.253
F  -1.6342  -8.4228  -2.4652  -0.227
F  -1.4520  8.8077  2.4048  -0.294
F  1.5675  6.7313  5.3212  -0.268
F  2.3257  6.5610  2.5849  -0.211
F  -0.0090  5.7098  3.3153  -0.209
F  -3.3384  -6.7528  -3.0877  -0.270
F  -2.3714  -8.2179  0.2766  -0.286
F  -1.2976  6.1316  1.6141  -0.260
F  0.5609  8.1734  1.9581  -0.260
F  -5.3260  -6.0440  -2.6367  -0.306
F  3.9130  6.1589  4.0062  -0.281
O  -3.9664  -6.4330  -0.9490  -0.443
O  0.1612  -4.0126  -0.1944  -0.527
O  0.9258  -4.1740  -2.2772  -0.484
O  -0.0875  8.4617  4.0959  -0.398
N  -0.6499  -0.7152  -0.8027  -0.189
N  -0.7857  1.6118  0.0813  -0.286
N  1.6574  -0.1989  -4.2956  -0.539
N  -2.7253  0.2986  -0.5775  -0.261
C  -1.6538  -7.2709  -0.3709  0.887
C  2.4968  0.6459  -3.7995  -0.242
C  3.0889  7.1320  3.5401  0.097
C  0.7679  -0.3981  -1.1007  0.048
C  0.8599  1.0246  -1.8149  -0.224
C  -0.9605  6.5535  2.8609  0.200
C  -0.8464  -7.8801  -1.5170  0.173
C  1.6815  -0.4845  0.1903  -0.684
C  -4.9130  -8.3156  -2.1755  0.199
C  -0.4543  7.9981  2.8257  0.773
C  1.0823  -3.7481  -0.9368  0.573
C  -4.3556  -6.8903  -2.2166  0.752
C  2.0137  -1.9578  0.6724  -0.710
C  1.4997  2.7707  0.0543  -1.539
C  2.3948  -2.9709  -0.4766  -0.616
C  0.3658  2.1022  -0.7833  0.248
C  2.3121  1.3195  -2.3944  -0.788
C  2.4126  3.2760  0.6676  0.286
C  1.2771  8.8369  4.2939  -0.696
C  -1.4128  0.4665  -0.4323  0.531
C  -2.5876  -6.1061  -0.7598  -0.629
C  2.2519  7.7085  4.6812  0.875
H  2.6426  0.1013  0.1314  0.359
H  -3.1039  -0.5841  -0.9515  0.336
H  3.4363  0.9181  -4.3798  0.400
H  1.6550  9.4515  3.4739  0.339
H  1.3655  -3.5319  -2.8708  0.307
H  2.0403  -0.4512  -5.2174  0.270
H  -2.5936  -5.4238  0.0930  0.363
H  0.1383  0.9891  -2.6889  0.570
H  -0.7548  -1.4408  -0.0796  0.383
H  3.7131  7.9023  3.0789  0.266
H  -2.1911  -5.5098  -1.5843  0.400
H  -5.7869  -8.3738  -1.5233  0.241
H  -1.8338  6.4628  3.5097  0.233
H  -0.1968  -7.1328  -1.9824  0.192
H  -3.3461  2.3665  0.7952  0.192
H  1.2430  9.5128  5.1513  0.411
H  3.1460  0.9767  -1.7195  0.266
H  2.7823  -2.4467  -1.4079  0.302
H  1.0979  -1.1329  -1.9053  -0.018
H  2.4126  2.4451  -2.4838  0.464
H  1.2017  -2.3628  1.3576  0.365
H  -1.3763  2.4386  0.1791  0.319
H  -0.0812  2.9514  -1.3982  0.523
H  1.0867  -0.0013  1.0356  0.230
H  3.1405  -3.7578  -0.1632  0.350
H  3.2910  3.8572  1.0190  0.467
H  2.9305  -1.8757  1.3432  0.406

Properties
Highest occupied orbital energy ... -13.05 eV
Lowest unoccupied orbital energy ... -3.43 eV
Kohn-Sham gap ... 0.3537 Ha
Net charge ... +1

***

2.
The following is a DFT calculation (ωB97M-V/def2-TZVPD) of the molecule C22H27FN2O3.

Last column: Mulliken charge in e.
Geometry (Å):
F  7.9411  -2.6615  -0.8043  -0.338
O  -5.6356  -2.3285  -1.6166  -0.646
O  -0.1051  3.6449  -1.7982  -0.652
O  -2.3011  2.4598  0.8481  -0.480
N  3.3454  -0.0641  0.8273  0.060
N  1.7111  1.8681  -0.6071  0.155
C  -3.3882  0.5004  1.4802  -0.951
C  -3.0329  1.3850  0.4562  0.985
C  -6.5797  -4.2116  0.1467  -1.346
C  3.0095  2.1991  -0.0454  -1.120
C  -5.3410  -2.1076  -0.4619  0.696
C  -0.5550  2.7160  -0.8457  0.803
C  4.4811  -1.6016  -0.6985  -0.292
C  -1.7561  3.3323  -0.1150  -1.097
C  6.8121  -2.0206  -0.4190  0.296
C  1.6526  0.4426  -0.9018  -0.616
C  -4.5493  -0.9117  -0.0850  0.324
C  -4.1328  -0.6265  1.2171  -0.400
C  0.5692  2.3682  0.1423  -0.712
C  5.7096  -0.4837  1.0286  -0.247
C  5.6292  -2.2652  -1.0869  -0.818
C  -4.1994  -0.0185  -1.0977  -1.001
C  -5.7610  -3.0355  0.6621  -0.473
C  6.8617  -1.1337  0.6409  -0.685
C  -3.4539  1.1141  -0.8440  -0.266
C  2.0393  -0.4184  0.3119  -1.253
C  4.4914  -0.6916  0.3656  0.767
C  3.3769  1.3424  1.1794  -0.742
H  -4.8602  -3.3964  1.1645  0.372
H  2.0069  -1.4788  0.0663  0.528
H  4.3638  1.6289  1.5353  0.400
H  3.5747  -1.7991  -1.2475  0.238
H  -7.4764  -3.8541  -0.3527  0.314
H  -6.0009  -4.7842  -0.5735  0.315
H  -0.8806  1.7924  -1.3530  -0.050
H  3.7565  2.0241  -0.8278  0.426
H  5.7545  0.1792  1.8782  0.410
H  -2.5029  3.6556  -0.8474  0.363
H  -4.5291  -0.2369  -2.1027  0.453
H  -4.3827  -1.2850  2.0339  0.342
H  0.6474  0.1849  -1.2382  0.311
H  1.3189  -0.2462  1.1206  0.406
H  3.0258  3.2591  0.2151  0.483
H  -3.2119  1.7777  -1.6589  0.369
H  -6.3418  -2.4586  1.3858  0.382
H  2.3521  0.2539  -1.7220  0.460
H  5.6111  -2.9619  -1.9103  0.420
H  -3.0626  0.7291  2.4830  0.430
H  0.1831  1.6636  0.8903  0.095
H  -6.8684  -4.8643  0.9670  0.400
H  2.6531  1.5128  1.9842  0.345
H  0.7976  3.3824  -2.0289  0.422
H  0.8628  3.2869  0.6554  0.544
H  -1.4232  4.2096  0.4449  0.455
H  7.7929  -0.9674  1.1589  0.417

Properties
Highest occupied orbital energy ... -7.60 eV
SMILES string ... CCC(=O)c1ccc(OC[C@@H](O)CN2CCN(c3ccc(F)cc3)CC2)cc1
ΔE to the lowest compared entry with this formula, charge and spin ... 1.1025 eV
Lowest unoccupied orbital energy ... 0.48 eV
Kohn-Sham gap ... 0.2970 Ha

***

3.
The following is a DFT calculation (ωB97M-V/def2-TZVPD) of C22H27HgO2 as an isolated structure in a non-equilibrium geometry.

Last column: Mulliken charge in e.
Geometry (Å):
Hg  -0.5300  -0.3077  0.0506  1.422
O  1.3527  -0.0333  2.4272  -0.099
O  0.0437  -0.0259  -2.2175  -0.716
C  -1.3068  1.9934  0.2184  -0.544
C  0.5209  2.2133  1.5913  0.319
C  1.6888  -1.4825  1.7598  0.363
C  -2.1608  0.5830  -2.9000  -0.245
C  -0.4816  1.5149  2.3332  0.279
C  -2.2637  -2.1405  -5.4621  -0.505
C  -3.8590  -0.0397  -4.5080  -0.449
C  2.5819  -1.0216  0.6507  -0.434
C  -0.7444  0.9795  -2.7893  -0.926
C  0.5192  -2.1065  0.9903  -1.701
C  -2.5899  -0.2767  -3.9010  0.539
C  0.8878  -2.1704  -0.3976  -0.773
C  1.9953  1.7696  4.1240  -1.945
C  3.5004  0.0279  3.4284  -1.908
C  2.0435  0.3322  3.6409  1.716
C  -3.4958  -1.8452  -6.0678  -0.341
C  -1.8066  -1.3747  -4.4003  -0.436
C  -1.6100  1.3471  1.4854  -1.880
C  2.1088  -1.4514  -0.5743  -0.207
C  1.3730  -0.4385  4.7314  -1.596
C  0.0049  2.5715  0.3474  -0.728
C  -4.2857  -0.7860  -5.5915  -0.475
H  4.0997  0.0975  4.3422  0.416
H  -1.6668  -2.9790  -5.8346  0.350
H  -0.8518  -1.5755  -3.9075  0.375
H  3.3059  -0.2638  0.7798  0.214
H  2.0590  -2.1865  2.5842  0.523
H  2.5313  2.4405  3.4647  0.456
H  0.4248  -2.7884  -1.1343  0.569
H  -2.5081  0.7954  1.7835  0.407
H  1.2037  -1.4758  4.4280  0.327
H  -0.1437  -2.7485  1.5253  0.554
H  1.9568  -0.3790  5.6614  0.449
H  -5.2363  -0.5387  -6.0704  0.323
H  -4.4343  0.8096  -4.1295  0.350
H  -0.2912  1.0508  -3.7847  0.580
H  1.5766  2.4300  1.8577  0.054
H  0.3864  0.0137  4.8844  0.323
H  3.6238  -0.9519  2.9752  0.382
H  -2.8703  0.8719  -2.1255  0.296
H  2.4578  1.8452  5.1195  0.473
H  -3.8465  -2.4394  -6.9110  0.330
H  -2.0384  2.2457  -0.5345  0.843
H  3.8622  0.7483  2.6901  0.356
H  -0.7283  1.9643  -2.2854  0.148
H  -0.4949  1.1262  3.3706  0.113
H  2.5257  -1.1443  -1.5253  0.347
H  0.6191  3.0597  -0.4206  0.266
H  0.9914  2.1405  4.2273  0.447

Properties
Highest occupied orbital energy (alpha / beta) ... -3.66 / -2.37 eV
Lowest unoccupied orbital energy (alpha / beta) ... 2.97 / 2.70 eV
Kohn-Sham gap (alpha / beta) ... 0.2438 / 0.1862 Ha
Net charge ... -1